13
Properties=species:S:1:pos:R:3 method="wB97M-V/def2-TZVPD" de_lowest_kcal_mol=31.6 e_homo_ev=-9.526 homo_lumo_gap_ev=10.4641 molar_mass_g_mol=85.1
C 0.57 0.01 -1.52
N 0.35 0.07 -0.09
C -1.58 -0.74 1.16
C -0.99 0.14 0.37
C 1.39 0.50 0.69
O 2.50 0.74 0.26
H -0.35 -0.36 -1.97
H 1.39 -0.69 -1.71
H 0.84 0.97 -1.97
H -2.56 -0.53 1.56
H -1.10 -1.65 1.44
H -1.57 0.97 0.02
H 1.12 0.57 1.76